# C5H12O

The molecule C5H12O (ωB97M-V with the def2-TZVPD basis set, OMol25).

Results
Net charge   0
F_max   0.49 eV/A
Gap between HOMO and LUMO   0.3892 hartree
SMILES string   COC(C)(C)C
Total energy   -7426.770 eV
Relative energy (zero: lowest compared OMol25 entry of this formula, charge and spin)   52.2 kJ/mol

Structure (XYZ):
```
18
Properties=species:S:1:pos:R:3:forces:R:3:lowdin_charge:R:1
C 2.1157 0.0322 -0.3946 0.23 0.17 -0.40 -0.12
O 1.1116 0.0959 0.5812 -0.15 -0.30 0.27 -0.17
C -0.2777 -0.0051 0.2166 -0.13 0.03 0.05 -0.63
C -0.5596 0.7838 -1.0616 0.01 -0.06 -0.03 -0.05
C -0.7416 -1.4638 0.0688 0.08 0.00 -0.04 -0.03
C -0.9753 0.6346 1.4170 0.01 0.01 0.03 -0.04
H 3.0408 0.3463 0.1036 -0.18 -0.22 -0.10 0.09
H 1.9344 0.7460 -1.2069 0.07 -0.08 0.02 0.07
H 2.2725 -0.9623 -0.8501 -0.19 0.14 0.28 0.09
H -0.1414 0.2695 -1.9346 -0.12 0.14 0.08 0.08
H -1.6373 0.9009 -1.2178 0.17 -0.06 0.06 0.09
H -0.1075 1.7778 -0.9883 -0.11 -0.07 -0.04 0.09
H -0.2847 -1.9587 -0.7965 -0.01 0.12 0.13 0.08
H -0.5095 -2.0482 0.9666 0.04 0.18 -0.13 0.09
H -1.8313 -1.4912 -0.0714 0.25 0.04 -0.01 0.09
H -0.7279 0.0696 2.3219 -0.05 0.09 -0.12 0.09
H -0.6028 1.6554 1.5443 -0.12 -0.10 0.00 0.09
H -2.0654 0.6547 1.3025 0.20 -0.03 -0.05 0.09
```
Forces are in eV/Å.